No. 1
Here is one molecule with the formula C4H9NO2 from the Open Molecules 2025 dataset. Energies are from ωB97M-V with the def2-TZVPD basis set.

Output
Energy (eV): -9879.226
Kohn-Sham gap (eV): 10.7
HOMO energy (eV): -9.87
Relative energy (zero: lowest compared OMol25 entry of this formula, charge and spin) (eV): 0.834
Molecular weight (g/mol): 103.12
Lowest unoccupied orbital energy (eV): 0.82

Last column: Mulliken charge in e.
Positions of all 16 atoms, in Å:
C  1.320  -0.921  1.546  -1.33
C  0.900  -0.245  0.252  0.49
O  0.715  -1.257  -0.719  -0.53
C  -0.400  0.550  0.427  -0.79
N  -0.874  1.113  -0.823  -0.13
C  -1.819  0.540  -1.623  0.08
O  -2.188  1.001  -2.684  -0.57
H  1.482  -0.170  2.329  0.37
H  2.255  -1.473  1.398  0.32
H  0.539  -1.622  1.865  0.36
H  1.689  0.462  -0.061  0.21
H  0.570  -0.821  -1.570  0.32
H  -1.170  -0.125  0.821  0.32
H  -0.258  1.354  1.159  0.36
H  -0.555  2.025  -1.115  0.22
H  -2.205  -0.410  -1.201  0.31

No. 2
Here is a 2-piece molecular cluster, C4H9NO2 overall from the Open Molecules 2025 dataset. Energies are from ωB97M-V with the def2-TZVPD basis set.

Output
Energy (eV): -9875.925
Kohn-Sham gap (eV): 9.5
HOMO energy (eV): -8.57
Relative energy (zero: lowest compared OMol25 entry of this formula, charge and spin) (eV): 4.135
Molecular weight (g/mol): 103.12
Lowest unoccupied orbital energy (eV): 0.95

Last column: Mulliken charge in e.
Positions of all 16 atoms, in Å:
C  0.154  -2.122  1.234  -0.67
N  -0.066  -0.781  1.758  -0.59
C  -1.227  -0.252  1.483  -0.22
C  -0.548  0.752  -0.340  0.18
O  0.702  0.674  -0.076  -0.47
O  -0.849  1.370  -1.456  -0.30
C  0.220  1.887  -2.273  -0.59
H  -0.777  -2.618  0.917  0.28
H  0.636  -2.748  1.992  0.26
H  0.822  -2.083  0.361  0.23
H  0.688  0.122  0.871  0.47
H  -1.489  0.701  1.940  0.35
H  -2.067  -0.837  1.100  0.30
H  -0.260  2.258  -3.177  0.22
H  0.933  1.094  -2.511  0.29
H  0.737  2.692  -1.747  0.28

No. 3
Here is one molecule with the formula C4H9NO2 from the Open Molecules 2025 dataset. Energies are from ωB97M-V with the def2-TZVPD basis set.

Output
Energy (eV): -9877.068
Kohn-Sham gap (eV): 9.8
HOMO energy (eV): -9.04
Relative energy (zero: lowest compared OMol25 entry of this formula, charge and spin) (eV): 2.992
Molecular weight (g/mol): 103.12
Lowest unoccupied orbital energy (eV): 0.72

Last column: Mulliken charge in e.
Positions of all 16 atoms, in Å:
C  -0.728  -1.376  -1.574  -0.76
N  0.282  -1.035  -0.563  -0.32
C  0.480  0.207  0.188  0.07
C  -0.221  1.457  -0.421  -0.07
O  0.433  2.458  -0.572  -0.44
C  0.261  -0.028  1.658  -0.46
O  0.187  1.239  2.387  -0.50
H  -1.080  -2.401  -1.560  0.29
H  -1.512  -0.707  -1.181  0.26
H  -0.541  -1.065  -2.609  0.27
H  1.177  -1.398  -0.856  0.26
H  1.513  0.550  0.027  0.22
H  -1.301  1.471  -0.586  0.33
H  1.140  -0.583  2.069  0.23
H  -0.646  -0.605  1.881  0.29
H  0.555  1.816  1.713  0.35

No. 4
Here is a 2-piece molecular cluster, C4H9NO2 overall from the Open Molecules 2025 dataset. Energies are from ωB97M-V with the def2-TZVPD basis set.

Output
Energy (eV): -9875.939
Kohn-Sham gap (eV): 9.8
HOMO energy (eV): -8.81
Relative energy (zero: lowest compared OMol25 entry of this formula, charge and spin) (eV): 4.121
Molecular weight (g/mol): 103.12
Lowest unoccupied orbital energy (eV): 0.95

Last column: Mulliken charge in e.
Positions of all 16 atoms, in Å:
C  -2.410  0.487  -0.290  -0.61
N  -1.967  -0.763  0.312  -0.61
C  -1.310  -0.625  1.399  -0.26
C  0.706  0.137  0.279  0.06
O  0.564  -0.735  -0.701  -0.45
O  1.897  0.673  0.306  -0.22
C  2.919  0.237  -0.607  -0.62
H  -2.420  1.329  0.422  0.27
H  -3.407  0.383  -0.736  0.30
H  -1.701  0.748  -1.093  0.18
H  -0.369  -1.084  -0.607  0.48
H  -0.867  -1.523  1.840  0.35
H  -1.156  0.325  1.923  0.33
H  3.827  0.748  -0.282  0.22
H  2.656  0.511  -1.635  0.28
H  3.036  -0.848  -0.531  0.29